1.
Entry from the OMol25 dataset: a 3-piece molecular cluster, C4H15NO2 overall (the ωB97M-V functional and the def2-TZVPD basis).

XYZ file:
```
22
Properties=species:S:1:pos:R:3:mulliken_charge:R:1
C -1.868 -1.302 -0.033 -0.390
N -0.433 -1.344 -0.264 -0.130
C 0.089 -2.408 -1.078 -0.309
C 1.605 -2.348 -1.057 -1.219
C -2.129 -0.257 1.047 -1.143
H -2.287 -2.275 0.282 0.311
H -2.343 -0.974 -0.951 0.261
H 0.082 -1.202 0.597 0.204
H -0.298 -2.331 -2.094 0.273
H -0.203 -3.378 -0.649 0.287
H 2.123 -3.137 -1.607 0.373
H 1.971 -2.394 -0.028 0.320
H 1.955 -1.402 -1.462 0.271
H -1.580 -0.521 1.953 0.333
H -1.779 0.720 0.724 0.205
H -3.171 -0.182 1.363 0.365
H 1.664 5.158 1.721 0.316
H 2.715 4.197 1.194 0.309
O 2.213 4.414 1.982 -0.626
H -0.719 2.157 -1.137 0.311
H 0.808 1.936 -1.217 0.305
O 0.098 2.197 -0.630 -0.626
```

**Spin multiplicity**: 1
**HOMO**: -8.452 eV
**Energy relative to the best compared isomer or geometry (same formula, charge and spin)**: 1.0955 eV
**DFT total energy**: -366.61090 a.u.
**Gap between HOMO and LUMO**: 9.214 eV

2.
Entry from the OMol25 dataset: C24H29N5O3Re as an isolated structure (the ωB97M-V functional and the def2-TZVPD basis).

XYZ file:
```
62
Properties=species:S:1:pos:R:3:mulliken_charge:R:1
N -2.440 4.637 -1.151 -0.303
C -1.420 4.877 -0.632 0.571
C -0.196 5.242 0.081 -0.711
H -0.220 6.298 0.372 0.368
H 0.681 5.057 -0.549 0.302
H -0.069 4.623 0.995 0.165
N 3.781 -1.935 -0.676 -0.446
C 4.489 -2.800 -0.981 0.407
C 5.513 -3.800 -1.237 -0.798
H 6.200 -3.433 -2.017 0.300
H 5.080 -4.761 -1.566 0.299
H 6.072 -3.931 -0.293 0.290
N -5.317 -0.071 -1.264 -0.406
C -5.191 -1.137 -0.818 0.531
C -5.112 -2.341 -0.013 -0.757
H -4.329 -2.240 0.769 0.158
H -4.947 -3.246 -0.607 0.319
H -6.045 -2.450 0.551 0.347
Re 0.202 0.075 -0.533 1.813
C 0.096 -1.436 0.828 0.312
O 0.034 -2.252 1.657 -0.306
C 1.570 1.111 0.540 0.294
O 2.272 1.687 1.267 -0.307
C 0.462 1.286 -2.216 -0.535
C -0.915 1.225 -1.908 -0.463
C -1.533 -0.038 -1.756 -0.311
C -0.760 -1.212 -1.920 -0.715
C 0.598 -1.127 -2.255 -0.520
C 1.216 0.104 -2.387 -0.383
H 0.972 2.245 -2.245 0.622
H -1.471 2.144 -1.792 0.748
H -2.584 -0.090 -1.507 0.342
H -1.188 -2.191 -1.756 0.651
H 1.153 -2.036 -2.452 0.507
H 2.259 0.139 -2.665 0.524
C 1.391 1.586 6.717 -1.197
C 0.380 0.483 6.495 -0.293
N -0.155 0.549 5.120 0.465
C -0.494 -0.783 4.603 0.123
C -1.833 -1.336 5.013 -1.164
C -1.000 1.629 4.840 -0.143
O -1.331 2.431 5.712 -0.365
C -1.479 1.812 3.439 -0.121
C -2.629 2.554 3.202 -0.520
C -3.105 2.592 1.906 -1.142
C -2.494 1.816 0.918 -0.417
N -1.282 1.257 1.117 -0.134
C -0.764 1.296 2.359 -0.482
H 2.112 1.583 5.890 0.338
H 1.923 1.395 7.654 0.408
H 0.886 2.556 6.770 0.399
H 0.873 -0.492 6.586 0.473
H -0.440 0.543 7.227 0.358
H -0.431 -0.774 3.511 -0.564
H 0.320 -1.438 4.954 0.768
H -2.577 -1.083 4.258 0.352
H -1.746 -2.422 5.061 0.412
H -2.153 -0.961 5.985 0.331
H -3.105 3.051 4.039 0.637
H -3.964 3.188 1.634 0.580
H -2.992 1.675 -0.053 0.718
H 0.249 0.911 2.517 1.272
```

**Spin multiplicity**: 4
**Net charge**: +4
**HOMO (spin up / spin down)**: -20.438 / -20.430 eV
**DFT total energy**: -1507.89213 a.u.
**Gap between HOMO and LUMO (spin up / spin down)**: 6.757 / 2.070 eV

3.
Entry from the OMol25 dataset: C24H20Co2O11 as an isolated structure (the ωB97M-V functional and the def2-TZVPD basis).

XYZ file:
```
57
Properties=species:S:1:pos:R:3:mulliken_charge:R:1
C 0.117 4.092 3.083 -1.255
C 0.869 3.634 1.858 -0.126
O -0.059 3.380 0.774 -0.143
C 0.608 3.281 -0.410 0.563
C -0.292 3.031 -1.570 -0.133
C -1.737 3.288 -1.532 1.016
C -2.568 2.951 -2.758 -1.256
O -2.276 3.727 -0.515 -0.708
C 0.390 2.744 -2.835 0.512
O -0.133 2.766 -3.958 -0.828
O 1.695 2.375 -2.790 -0.243
C 2.088 1.982 -4.124 -0.143
C 3.570 1.723 -4.190 -1.291
O 1.826 3.419 -0.455 -0.745
H 0.833 4.265 3.892 0.408
H -0.390 5.046 2.902 0.308
H -0.603 3.342 3.430 0.243
H 1.576 4.418 1.536 0.277
H 1.431 2.702 2.064 0.250
H -1.975 2.531 -3.586 0.289
H -3.368 2.264 -2.442 0.251
H -3.037 3.882 -3.107 0.294
H 1.537 1.062 -4.414 0.265
H 1.840 2.793 -4.835 0.262
H 3.811 1.410 -5.211 0.399
H 4.159 2.625 -4.003 0.300
H 3.895 0.912 -3.532 0.295
O 0.070 0.243 -0.800 -0.427
C -0.352 -0.140 0.216 0.093
Co -1.017 -0.860 1.674 0.274
C 0.317 -0.987 2.848 0.009
O 1.204 -1.205 3.564 -0.395
C -2.320 0.087 2.427 -0.041
O -3.211 0.623 2.927 -0.394
C -0.840 -2.655 0.852 1.826
C 0.511 -3.249 1.029 0.498
C 1.615 -2.619 0.420 -0.128
C 2.926 -2.987 0.759 -0.632
C 3.162 -4.022 1.686 -0.455
C 2.068 -4.609 2.350 -0.679
C 0.744 -4.275 1.988 -0.460
C -1.863 -2.846 1.802 -0.776
C -2.159 -3.451 2.974 -1.036
Co -2.575 -2.831 -0.033 -0.208
C -2.067 -2.345 -1.658 0.206
O -1.624 -1.996 -2.669 -0.362
C -4.083 -1.827 0.186 0.066
O -4.986 -1.129 0.388 -0.382
C -3.102 -4.567 -0.192 0.069
O -3.334 -5.706 -0.228 -0.431
H 1.432 -1.816 -0.311 0.498
H 3.766 -2.463 0.279 0.354
H 4.198 -4.337 1.909 0.314
H 2.251 -5.368 3.133 0.323
H -0.090 -4.781 2.504 0.558
H -3.112 -3.964 3.043 0.212
H -1.336 -3.564 3.662 0.444
```

**Spin multiplicity**: 1
**Net charge**: -2
**HOMO**: -1.550 eV
**DFT total energy**: -4519.67438 a.u.
**Gap between HOMO and LUMO**: 5.928 eV